# 1
C22H18IN2O2Ta | wB97M-V/def2-TZVPD

Results
Molar mass (g mol⁻¹): 650.3
Net charge: +2
HOMO level (alpha / beta) (Ha): -0.53177 / -0.53177
DFT total energy (Eh): -1463.2625

Geometry as XYZ:
```
46
Properties=species:S:1:pos:R:3:lowdin_charge:R:1
Ta 0.662 -0.393 0.135 1.8557
C 2.916 -3.062 -2.341 0.0300
C 1.624 -2.571 -1.811 -0.3239
O 1.682 -1.556 -0.953 -0.2513
C 0.379 -3.010 -2.165 0.0526
C -0.827 -2.577 -1.542 -0.2107
C -2.092 -3.287 -1.860 0.0077
N -0.843 -1.626 -0.579 -0.1167
N -2.039 -1.607 0.153 0.1056
C -1.819 -1.143 1.336 -0.3725
O -0.558 -0.666 1.611 -0.4135
C -2.821 -1.031 2.377 -0.1693
C -2.461 -0.577 3.649 -0.0179
C -3.423 -0.485 4.639 -0.0440
C -4.738 -0.839 4.362 -0.0303
C -5.098 -1.289 3.095 -0.0395
C -4.146 -1.387 2.101 -0.0048
H 3.634 -3.188 -1.530 0.1140
H 3.322 -2.326 -3.040 0.1109
H 2.790 -4.002 -2.870 0.1079
H 0.301 -3.808 -2.888 0.1390
H -1.947 -3.984 -2.678 0.0983
H -2.866 -2.559 -2.112 0.1121
H -2.457 -3.822 -0.981 0.1129
H -1.434 -0.316 3.867 0.1136
H -3.150 -0.143 5.627 0.1189
H -5.488 -0.765 5.138 0.1217
H -6.123 -1.563 2.889 0.1201
H -4.414 -1.735 1.113 0.1192
I -0.360 2.133 1.227 1.3735
C 0.994 3.343 0.300 -0.6386
C 0.965 4.688 0.529 -0.0980
C 1.941 5.499 -0.076 -0.0259
C 2.868 4.919 -0.886 0.0150
C 2.868 3.525 -1.130 -0.1435
C 3.826 2.977 -2.011 0.0321
C 3.820 1.648 -2.284 -0.0341
C 2.877 0.812 -1.672 -0.0942
C 1.894 1.237 -0.753 -0.2646
C 1.909 2.676 -0.516 -0.2695
H 0.213 5.127 1.171 0.1138
H 1.946 6.565 0.100 0.1285
H 3.623 5.527 -1.368 0.1337
H 4.553 3.636 -2.469 0.1388
H 4.543 1.224 -2.968 0.1247
H 2.958 -0.219 -1.937 0.0625
```

=====

# 2
C44H59N4O4PSTi | wB97M-V/def2-TZVPD

Results
Molar mass (g mol⁻¹): 818.9
Net charge: +3
Energy above the lowest of the compared OMol25 structures with the same formula, charge and spin (kJ/mol): 28.5
Multiplicity: 2
HOMO level (alpha / beta) (Ha): -0.56891 / -0.57733
DFT total energy (Eh): -3820.3155

Geometry as XYZ:
```
114
Properties=species:S:1:pos:R:3:mulliken_spin:R:1
Ti 0.123 -0.488 -0.074 0.8096
C 4.011 -0.404 -2.373 0.0009
O 3.315 -0.799 -1.199 0.0160
C 3.967 -0.388 -0.012 0.0106
C 3.227 -0.946 1.174 0.0100
O 1.877 -0.438 1.307 -0.0067
C 1.798 0.683 2.223 0.0051
C 0.356 0.901 2.592 0.0063
O -0.391 0.983 1.373 0.0123
C -1.781 1.284 1.600 0.0208
H 4.770 -1.139 -2.649 0.0007
H 4.492 0.566 -2.239 -0.0004
H 3.274 -0.299 -3.174 0.0001
H 4.016 0.705 0.026 -0.0029
H 4.993 -0.773 0.024 0.0003
H 3.774 -0.709 2.087 0.0018
H 3.146 -2.033 1.113 -0.0091
H 2.238 1.557 1.739 -0.0080
H 2.363 0.445 3.125 0.0037
H 0.253 1.847 3.131 0.0020
H -0.046 0.085 3.192 -0.0057
H -1.847 2.225 2.148 0.0030
H -2.235 0.469 2.161 0.0301
H -2.242 1.402 0.624 -0.0274
N 0.488 -1.504 -4.874 0.0001
C 0.119 -1.806 -3.432 -0.0071
C -1.398 -1.876 -3.314 -0.0032
C -1.892 -2.367 -1.944 0.0110
N -1.827 -1.308 -0.899 0.0064
C -1.139 -3.618 -1.507 0.0122
C 0.378 -3.504 -1.610 0.0022
N 0.926 -2.522 -0.637 0.0534
C 0.789 -3.105 -3.026 -0.0003
H 0.306 -0.517 -5.101 -0.0005
H -0.022 -2.091 -5.538 0.0000
H 1.484 -1.661 -5.037 0.0003
H 0.506 -0.953 -2.872 0.0190
H -1.772 -2.599 -4.049 -0.0003
H -1.856 -0.914 -3.559 0.0010
H -2.943 -2.636 -2.080 -0.0013
H -2.378 -1.607 -0.094 0.0058
H -2.300 -0.481 -1.250 0.0060
H -1.454 -4.447 -2.145 -0.0001
H -1.428 -3.899 -0.494 -0.0019
H 0.815 -4.484 -1.403 0.0003
H 1.920 -2.381 -0.818 0.0090
H 0.840 -2.912 0.299 0.0111
H 0.487 -3.912 -3.703 -0.0002
H 1.878 -3.021 -3.092 -0.0010
N 0.119 0.731 -1.456 0.0008
P 0.333 2.266 -1.822 0.0293
C 0.661 2.436 -3.594 -0.0019
C -0.161 1.697 -4.448 -0.0019
C -0.098 1.870 -5.822 0.0003
C 0.800 2.785 -6.365 -0.0002
C 1.594 3.547 -5.524 0.0001
C 1.512 3.389 -4.144 -0.0009
C -1.173 3.220 -1.585 -0.0070
C -2.390 2.549 -1.722 -0.0018
C -3.589 3.242 -1.680 0.0004
C -3.582 4.621 -1.509 -0.0002
C -2.378 5.300 -1.392 0.0000
C -1.178 4.606 -1.441 0.0004
C 1.654 3.051 -0.891 0.0005
C 2.982 2.905 -1.294 -0.0016
C 4.011 3.427 -0.525 0.0003
C 3.724 4.096 0.658 -0.0003
C 2.407 4.234 1.075 -0.0001
C 1.377 3.709 0.308 -0.0022
H -0.910 1.042 -4.011 -0.0006
H -0.781 1.336 -6.476 0.0000
H 0.850 2.928 -7.436 0.0000
H 2.270 4.284 -5.937 0.0000
H 2.116 4.023 -3.508 -0.0001
H -2.393 1.477 -1.878 0.0006
H -4.526 2.712 -1.792 0.0000
H -4.515 5.167 -1.481 0.0000
H -2.373 6.375 -1.274 0.0000
H -0.248 5.157 -1.369 0.0000
H 3.218 2.399 -2.222 0.0001
H 5.038 3.334 -0.856 0.0000
H 4.526 4.521 1.247 0.0000
H 2.181 4.767 1.990 0.0000
H 0.353 3.820 0.642 -0.0005
O -0.658 -1.822 1.708 -0.0099
S -0.988 -3.260 2.102 0.0012
C -2.417 -3.222 3.247 -0.0008
C -3.266 -1.993 3.125 0.0012
C -4.207 -1.872 2.105 -0.0012
C -5.049 -0.771 2.054 0.0002
C -4.970 0.208 3.039 -0.0002
C -4.044 0.085 4.064 0.0008
C -3.185 -1.007 4.101 -0.0008
C 0.332 -3.859 3.203 0.0011
C 0.560 -3.111 4.477 0.0000
C -0.054 -3.518 5.660 -0.0001
C 0.147 -2.806 6.835 0.0000
C 0.971 -1.689 6.835 0.0000
C 1.613 -1.299 5.667 -0.0001
C 1.409 -2.011 4.495 -0.0002
H -2.026 -3.312 4.257 0.0001
H -2.979 -4.126 3.007 0.0000
H -4.337 -2.680 1.388 -0.0002
H -5.804 -0.700 1.281 0.0000
H -5.652 1.048 3.022 0.0000
H -4.002 0.830 4.848 0.0000
H -2.474 -1.110 4.913 0.0000
H 1.209 -3.838 2.549 0.0000
H 0.086 -4.912 3.364 -0.0001
H -0.671 -4.410 5.673 0.0000
H -0.322 -3.136 7.751 0.0000
H 1.136 -1.141 7.752 0.0000
H 2.290 -0.454 5.684 0.0000
H 1.941 -1.745 3.590 0.0000
```

=====

# 3
C6H13NO | wB97M-V/def2-TZVPD

Results
Molar mass (g mol⁻¹): 115.2
Net charge: 0
Energy above the lowest of the compared OMol25 structures with the same formula, charge and spin (kJ/mol): 853.4
HOMO level (Ha): -0.25781
DFT total energy (Eh): -366.1088

Geometry as XYZ:
```
21
Properties=species:S:1:pos:R:3:lowdin_charge:R:1
C 1.519 -0.985 -0.520 -0.3282
C 0.886 -0.964 0.822 -0.1799
C -0.423 0.021 0.795 -0.1492
C -1.464 -0.837 0.222 0.0070
C -2.369 -0.237 -0.576 -0.1843
C -2.671 1.029 -1.033 0.1629
N 2.486 0.118 -0.658 0.0060
H 0.696 -0.818 -1.152 0.0616
H 1.679 -2.059 -0.778 0.1200
H 1.646 -0.539 1.396 0.0773
H 0.653 -1.929 1.196 0.0908
H -0.170 0.810 0.046 0.1083
H -1.508 -1.898 0.475 0.1415
H -3.194 -0.932 -0.822 0.1118
H -3.814 1.043 -0.963 0.1242
H -1.801 1.722 -0.818 0.1128
H 2.624 0.155 -1.638 0.0355
H 2.388 1.018 -0.113 0.0239
H 1.827 2.803 1.306 -0.0962
H -0.674 0.607 1.692 0.1446
O 1.683 1.873 1.121 -0.3906
```

=====

# 4
C5H14 | wB97M-V/def2-TZVPD

Results
Molar mass (g mol⁻¹): 74.2
Net charge: 0
Energy above the lowest of the compared OMol25 structures with the same formula, charge and spin (kJ/mol): 133.8
HOMO level (Ha): -0.40892
Structure (SMILES): CCC.CC
DFT total energy (Eh): -198.8382

Geometry as XYZ:
```
19
Properties=species:S:1:pos:R:3:lowdin_charge:R:1
C -2.071 -1.130 0.728 -0.2013
C -2.367 -1.652 -0.637 -0.1926
H -3.013 -1.005 1.341 0.0863
H -1.336 -1.553 1.300 0.0261
H -1.800 -0.043 0.530 0.0584
H -2.434 -2.816 -0.716 0.0950
H -1.618 -1.185 -1.379 0.0893
H -3.381 -1.358 -0.775 0.0402
C 1.786 1.272 -0.415 -0.2765
C 0.359 1.566 0.016 -0.1271
C 2.672 0.196 0.351 -0.1118
H 1.764 0.846 -1.454 0.1017
H 2.417 2.202 -0.492 0.1056
H -0.021 0.904 0.776 0.0456
H 3.286 0.316 1.242 0.0629
H 2.231 -0.752 0.328 0.0379
H -0.277 1.524 -0.831 0.0511
H 0.286 2.585 0.375 0.0661
H 3.519 0.082 -0.289 0.0433
```

=====

# 5
C30H28FMnN8O4 | wB97M-V/def2-TZVPD

Results
Molar mass (g mol⁻¹): 638.5
Net charge: +1
Energy above the lowest of the compared OMol25 structures with the same formula, charge and spin (kJ/mol): 167.6
Multiplicity: 6
HOMO level (alpha / beta) (Ha): -0.32072 / -0.41902
DFT total energy (Eh): -3149.5635

Geometry as XYZ:
```
72
Properties=species:S:1:pos:R:3:mulliken_spin:R:1
Mn 0.339 0.939 -0.738 4.1270
C 4.542 1.840 -1.201 -0.0032
O 3.763 2.738 -0.360 0.0292
C 2.591 2.133 -0.142 0.0117
N 2.389 0.992 -0.811 0.1482
C 3.535 0.781 -1.699 -0.0124
C 3.987 -0.663 -1.632 -0.0013
C 4.219 -1.382 -2.799 0.0035
C 4.610 -2.721 -2.747 0.0007
C 4.761 -3.352 -1.519 0.0009
C 4.533 -2.636 -0.342 -0.0003
C 4.153 -1.301 -0.400 0.0025
C 1.655 2.680 0.767 0.3328
C 1.827 3.967 1.328 -0.0534
C 0.887 4.393 2.210 0.1591
C -0.216 3.522 2.558 0.0002
C -0.330 2.312 1.980 0.1114
N 0.552 1.850 1.057 0.2252
C -1.354 1.331 2.418 -0.0154
N -1.246 0.066 2.381 0.0196
C -2.449 -0.459 3.070 0.0006
C -3.330 0.785 3.288 0.0004
O -2.460 1.895 2.940 0.0055
C -3.150 -1.577 2.340 0.0004
C -2.676 -2.104 1.149 0.0057
C -3.341 -3.153 0.517 -0.0001
C -4.492 -3.689 1.077 -0.0002
C -4.975 -3.168 2.273 0.0001
C -4.305 -2.127 2.898 -0.0002
H 5.329 1.403 -0.593 0.0023
H 4.978 2.425 -2.004 0.0017
H 3.258 0.997 -2.732 0.0074
H 4.087 -0.891 -3.761 -0.0002
H 4.801 -3.266 -3.665 0.0000
H 5.080 -4.388 -1.474 0.0000
H 4.670 -3.119 0.620 0.0001
H 3.991 -0.742 0.519 0.0014
H 2.673 4.576 1.042 0.0057
H 0.965 5.371 2.669 0.0119
H -0.942 3.812 3.305 -0.0007
H -2.122 -0.860 4.029 0.0001
H -3.646 0.928 4.316 0.0003
H -4.194 0.806 2.631 -0.0001
H -1.791 -1.668 0.694 0.0238
H -2.961 -3.551 -0.419 0.0001
H -5.009 -4.508 0.590 0.0000
H -5.875 -3.577 2.718 0.0000
H -4.690 -1.736 3.837 0.0000
N 0.656 -1.220 0.507 0.0609
N 0.603 -2.272 -0.411 -0.0068
C 0.655 -1.986 -1.716 0.0103
N 0.995 -2.905 -2.582 0.0021
N 0.263 -0.729 -2.004 0.0174
N 0.599 -0.110 -3.180 -0.0063
O 0.928 -0.684 -4.183 0.0029
O 0.510 1.104 -3.049 0.0382
H 1.568 -1.192 0.940 0.0071
H -0.076 -1.253 1.213 -0.0377
H 0.855 -3.202 -0.113 0.0010
H 1.406 -3.773 -2.275 0.0012
H 1.014 -2.663 -3.559 0.0001
F -5.038 3.573 -1.142 0.0027
C -3.896 2.866 -1.101 0.0303
C -2.695 3.543 -1.067 -0.0221
C -1.538 2.776 -0.997 0.0224
C -1.579 1.381 -0.949 -0.2629
C -2.799 0.748 -1.042 -0.0049
C -3.975 1.488 -1.113 -0.0228
H -2.676 4.626 -1.099 -0.0018
H -0.589 3.312 -1.020 0.0170
H -2.868 -0.336 -1.061 -0.0001
H -4.943 1.005 -1.180 -0.0004
```

=====

# 6
C3H4N3 | wB97M-V/def2-TZVPD

Results
Molar mass (g mol⁻¹): 82.1
Net charge: +1
Energy above the lowest of the compared OMol25 structures with the same formula, charge and spin (kJ/mol): 196.2
Multiplicity: 3
HOMO level (alpha / beta) (Ha): -0.62094 / -0.63012
DFT total energy (Eh): -280.4781

Geometry as XYZ:
```
10
Properties=species:S:1:pos:R:3:mulliken_spin:R:1
C -0.529 -0.798 -0.926 0.3726
C 0.078 0.219 -0.042 0.4406
C 0.293 0.226 1.375 0.0398
N -0.400 -0.326 -2.139 0.0642
N 0.435 1.204 -0.901 0.1270
N -0.043 0.880 -2.002 0.8654
H -0.940 -1.995 -0.669 -0.0108
H -0.644 0.203 1.944 0.0524
H 0.921 1.073 1.669 0.0039
H 0.830 -0.686 1.690 0.0450
```

=====

# 7
C16H29F3N2 | wB97M-V/def2-TZVPD

Results
Molar mass (g mol⁻¹): 306.4
Net charge: 0
HOMO level (Ha): -0.29432
Structure (SMILES): CN(C)CCCN1CCC2(CCC[C@H](C(F)(F)F)C2)CC1
DFT total energy (Eh): -1036.0941

Geometry as XYZ:
```
50
Properties=species:S:1:pos:R:3:lowdin_charge:R:1
F 1.283 -3.275 -3.200 0.1106
F -0.320 -3.348 -4.483 0.1414
F 1.522 -2.728 -5.293 0.1483
N 0.667 0.363 5.617 -0.2876
N 0.335 0.592 0.497 -0.1159
C -0.721 1.038 5.745 -0.0927
C 0.880 -0.570 6.742 -0.1122
C 0.733 -2.586 -4.232 -0.6061
C 1.050 -0.116 4.283 -0.2279
C 1.108 0.284 1.715 -0.2054
C -0.951 -0.196 0.346 -0.1780
C 1.176 0.725 -0.806 -0.1580
C 0.474 0.680 3.093 -0.1688
C -0.857 1.062 -4.616 -0.1706
C -0.297 -0.319 -5.063 -0.0888
C -1.677 0.401 -0.858 -0.1184
C 0.500 1.231 -2.038 -0.1395
C -1.696 1.013 -3.271 -0.1339
C -0.366 -1.144 -2.573 -0.0971
C 0.442 -1.077 -3.831 -0.1751
C -0.798 0.340 -2.213 -0.3854
H -1.503 0.297 5.679 0.0560
H -0.991 1.869 5.048 0.0738
H -0.807 1.528 6.786 0.0937
H 0.018 -1.280 6.606 0.0851
H 0.630 -0.089 7.765 0.1015
H 1.855 -0.968 6.751 0.0555
H 0.852 -1.228 4.254 0.1242
H 2.141 0.051 4.294 0.1188
H 2.048 0.769 1.633 0.0963
H 1.314 -0.778 1.769 0.1066
H -1.554 -0.118 1.244 0.1034
H -0.876 -1.242 0.140 0.0948
H 1.652 -0.232 -1.053 0.1030
H 2.097 1.395 -0.575 0.1421
H 0.748 1.736 3.200 0.1122
H -0.636 0.657 3.053 0.0959
H -0.061 1.769 -4.544 0.0886
H -1.458 1.301 -5.470 0.0937
H -1.102 -0.974 -5.373 0.1125
H 0.343 -0.168 -5.907 0.1025
H -2.722 -0.017 -0.921 0.1329
H -1.751 1.441 -0.637 0.0974
H 0.208 2.267 -1.982 0.1185
H 1.140 1.167 -2.923 0.1083
H -1.951 2.099 -3.030 0.1332
H -2.673 0.463 -3.368 0.1266
H -1.170 -1.854 -2.662 0.1264
H 0.313 -1.516 -1.710 0.1367
H 1.408 -0.714 -3.631 0.1208
```

=====

# 8
C53H42NO2P2RhS2 | wB97M-V/def2-TZVPD

Results
Molar mass (g mol⁻¹): 953.9
Net charge: +2
Energy above the lowest of the compared OMol25 structures with the same formula, charge and spin (kJ/mol): 82.7
Multiplicity: 5
HOMO level (alpha / beta) (Ha): -0.44761 / -0.46236
DFT total energy (Eh): -3839.2349

Geometry as XYZ:
```
103
Properties=species:S:1:pos:R:3:mulliken_spin:R:1
Rh 0.545 -1.059 1.088 2.1220
O 0.439 1.816 2.601 -0.0003
S -0.300 1.378 1.425 0.0251
C -0.018 2.714 0.207 0.0337
C -0.980 3.663 -0.059 0.0083
C -0.722 4.827 -0.800 0.0006
C 0.549 5.034 -1.270 0.0025
C 1.168 6.170 -2.020 -0.0003
C 2.638 5.750 -2.242 0.0001
C 2.757 4.403 -1.607 0.0008
C 3.813 3.532 -1.495 0.0015
C 3.605 2.326 -0.821 -0.0031
C 2.395 1.966 -0.239 0.0178
P 2.419 0.348 0.604 0.0736
C 2.768 -0.857 -0.713 -0.0226
C 3.153 -2.145 -0.315 0.0953
C 3.412 -3.112 -1.269 -0.0245
C 3.267 -2.811 -2.615 0.0541
C 2.848 -1.549 -3.007 -0.0278
C 2.591 -0.572 -2.064 0.0674
C 3.953 0.504 1.564 0.0511
C 3.920 1.379 2.650 0.0389
C 5.077 1.611 3.369 -0.0045
C 6.251 0.963 3.017 0.0128
C 6.274 0.077 1.951 -0.0026
C 5.126 -0.160 1.218 0.0201
C 1.288 2.848 -0.326 -0.0040
C 1.521 4.042 -1.043 0.0032
C -2.053 1.624 1.738 0.0466
C -2.437 2.474 2.752 0.0013
C -3.774 2.829 2.968 -0.0024
C -4.725 2.325 2.110 0.0029
C -6.202 2.530 2.020 -0.0001
C -6.662 1.674 0.819 -0.0003
C -5.418 1.038 0.299 0.0011
C -5.194 0.184 -0.756 0.0009
C -3.900 -0.304 -0.942 0.0082
C -2.816 0.054 -0.144 -0.0228
P -1.358 -1.029 -0.381 0.1361
C -0.959 -0.755 -2.126 0.0206
C -0.313 -1.749 -2.857 0.0316
C -0.064 -1.562 -4.203 -0.0097
C -0.400 -0.364 -4.815 0.0150
C -0.966 0.659 -4.069 -0.0084
C -1.249 0.468 -2.729 0.0209
C -2.267 -2.606 -0.210 -0.0271
C -2.468 -3.553 -1.206 0.0268
C -3.164 -4.717 -0.914 -0.0066
C -3.646 -4.948 0.363 0.0088
C -3.452 -4.002 1.358 -0.0041
C -2.784 -2.831 1.067 0.0775
C -3.000 1.010 0.885 0.0155
C -4.327 1.441 1.087 0.0003
H -1.975 3.542 0.336 0.0035
H -1.512 5.544 -0.960 -0.0001
H 1.096 7.092 -1.439 0.0002
H 0.651 6.355 -2.963 0.0003
H 3.332 6.453 -1.778 0.0000
H 2.895 5.712 -3.302 0.0001
H 4.784 3.760 -1.907 -0.0005
H 4.437 1.638 -0.755 0.0014
H 3.277 -2.367 0.736 -0.0001
H 3.729 -4.099 -0.971 0.0014
H 3.485 -3.563 -3.355 0.0012
H 2.713 -1.328 -4.053 0.0000
H 2.270 0.412 -2.379 0.0066
H 2.990 1.864 2.918 0.0024
H 5.064 2.296 4.201 -0.0002
H 7.155 1.147 3.573 0.0006
H 7.188 -0.428 1.679 0.0000
H 5.153 -0.843 0.381 0.0025
H -1.657 2.891 3.372 -0.0015
H -4.027 3.503 3.770 0.0005
H -6.439 3.583 1.868 0.0003
H -6.690 2.231 2.949 0.0003
H -7.141 2.280 0.047 0.0001
H -7.383 0.908 1.111 0.0001
H -5.993 -0.137 -1.405 0.0000
H -3.733 -1.013 -1.743 0.0026
H -0.013 -2.666 -2.371 -0.0068
H 0.395 -2.351 -4.779 -0.0005
H -0.211 -0.220 -5.869 0.0005
H -1.198 1.605 -4.536 -0.0001
H -1.713 1.258 -2.155 0.0018
H -2.117 -3.365 -2.209 0.0037
H -3.330 -5.452 -1.688 -0.0005
H -4.174 -5.864 0.583 0.0004
H -3.818 -4.180 2.357 0.0025
H -2.660 -2.076 1.835 -0.0287
S -0.416 -2.028 3.182 0.8786
C -0.071 -3.538 2.388 -0.0447
C -0.282 -4.794 2.955 0.0673
C -0.039 -5.904 2.167 -0.0330
C 0.401 -5.733 0.861 0.1087
C 0.633 -4.449 0.396 0.0013
N 0.410 -3.385 1.146 0.1052
H -0.623 -4.878 3.974 -0.0044
H -0.190 -6.894 2.566 0.0006
H 0.570 -6.582 0.220 0.0037
H 1.027 -4.262 -0.595 0.0200
O 2.509 -1.524 2.864 0.0347
H 2.747 -2.309 3.373 0.0049
H 2.338 -0.822 3.504 -0.0085
```